# 1
The ion C3H6NOS with charge -1 at a distorted geometry. Source: the Open Molecules 2025 dataset; level of theory: ωB97M-V/def2-TZVPD.

Its total energy is -646.09813 hartree. As for the relative energy (zero: lowest compared OMol25 entry of this formula, charge and spin): 42.4 kcal per mole. The value obtained for the max |F| is 4.61 eV/Å. For the frontier orbital gap, the calculation gives 0.25232 Eh. As for the net charge: -1. The SMILES is N[C@H](C=O)C[S-]. The molar mass is 104.2 g/mol.

Bonds (Å) are listed after each position.
Positions of all 12 atoms, in Å:
1 O -0.10500 1.29764 2.19479  C2 1.259
2 C 0.17822 0.40792 1.35024  O1 1.259, C3 1.471, H7 1.149
3 C -0.40757 -0.00237 0.06530  C2 1.471, C4 1.540, N6 1.488, H8 1.130
4 C 0.19707 -1.14981 -0.76523  C3 1.540, S5 1.819, H9 1.093, H10 1.139
5 S 2.01381 -1.13022 -0.84291  C4 1.819
6 N -0.60664 1.21576 -0.76580  C3 1.488, H11 1.007, H12 1.046
7 H 0.96080 -0.37115 1.66616  C2 1.149
8 H -1.44118 -0.28502 0.42493  C3 1.130
9 H -0.30673 -1.07903 -1.73240  C4 1.093
10 H -0.21124 -2.12124 -0.33173  C4 1.139
11 H -0.64605 1.99918 -0.13483  N6 1.007
12 H 0.37450 1.21835 -1.12854  N6 1.046

---

# 2
A cluster of 2 separate species, C3H6NS in total at a distorted geometry. Source: the Open Molecules 2025 dataset; level of theory: ωB97M-V/def2-TZVPD.

Its total energy is -570.48367 hartree. As for the relative energy (zero: lowest compared OMol25 entry of this formula, charge and spin): 21.5 kcal per mole. The value obtained for the max |F| is 4.03 eV/Å. For the frontier orbital gap, the calculation gives 0.27333 Eh. As for the net charge: +1. The molar mass is 88.2 g/mol.

Bonds (Å) are listed after each position.
Positions of all 11 atoms, in Å:
1 C 2.12496 0.03215 0.10755  C3 1.295, S5 1.603
2 C -1.78186 0.24139 0.28895  N4 1.297, H6 1.079, H7 1.144
3 C 3.37121 0.28915 -0.13033  C1 1.295, H8 0.995, H9 1.040
4 N -2.85766 -0.31170 -0.17988  C2 1.297, H10 1.042, H11 1.018
5 S 0.72332 -0.72036 0.30074  C1 1.603
6 H -1.14870 0.96082 -0.20645  C2 1.079
7 H -1.60494 -0.01182 1.39049  C2 1.144
8 H 4.09252 0.38544 0.54763  C3 0.995
9 H 3.64639 0.43111 -1.12320  C3 1.040
10 H -3.57260 -0.97136 0.19312  N4 1.042
11 H -2.99266 -0.32482 -1.18863  N4 1.018

---

# 3
A cluster of 2 separate species, C3H6O in total at a distorted geometry. Source: the Open Molecules 2025 dataset; level of theory: ωB97M-V/def2-TZVPD.

The multiplicity is 2. Its total energy is -193.02657 hartree. As for the relative energy (zero: lowest compared OMol25 entry of this formula, charge and spin): 38.3 kcal per mole. The value obtained for the max |F| is 1.69 eV/Å. For the frontier orbital gap (alpha / beta), the calculation gives 0.11672 / 0.23259 Eh. The expectation value of S² is 0.753. As for the net charge: -1. The molar mass is 58.1 g/mol.

Bonds (Å) are listed after each position.
Positions of all 10 atoms, in Å:
1 C 2.44058 0.11718 -0.36808  C2 1.344, H3 1.082, H4 1.085
2 C 1.21284 -0.27960 -0.74603  C1 1.344, H5 1.081, H6 1.084
3 H 3.05842 -0.51933 0.25151  C1 1.082
4 H 2.74370 1.04781 -0.83667  C1 1.085
5 H 0.88243 -1.29317 -0.56473  C2 1.081
6 H 0.52830 0.52024 -1.00387  C2 1.084
7 O -2.98392 -0.77444 0.03817  C8 1.287
8 C -2.70043 0.18176 0.85177  O7 1.287, H9 1.102, H10 1.107
9 H -3.15512 1.17807 0.72539  C8 1.102
10 H -2.02681 -0.17852 1.65254  C8 1.107

---

# 4
The molecule C3H6O at a distorted geometry. Source: the Open Molecules 2025 dataset; level of theory: ωB97M-V/def2-TZVPD.

Its total energy is -193.06761 hartree. As for the relative energy (zero: lowest compared OMol25 entry of this formula, charge and spin): 47.4 kcal per mole. The value obtained for the max |F| is 4.61 eV/Å. For the frontier orbital gap, the calculation gives 0.41483 Eh. The SMILES is C[C@H]1CO1. The molar mass is 58.1 g/mol.

Bonds (Å) are listed after each position.
Positions of all 10 atoms, in Å:
1 C -0.74146 -0.20734 -1.20618  C2 1.573, O4 1.439, H5 1.032, H6 1.172
2 C -0.17214 0.57168 0.03666  C1 1.573, C3 1.512, O4 1.382, H7 1.163
3 C 0.78426 -0.13858 0.96760  C2 1.512, H8 1.073, H9 1.185, H10 1.088
4 O -1.49981 0.19781 -0.05229  C1 1.439, C2 1.382
5 H -1.08681 0.20648 -2.08655  C1 1.032
6 H -0.43114 -1.33668 -1.24862  C1 1.172
7 H -0.05525 1.71693 -0.13094  C2 1.163
8 H 1.72868 -0.30251 0.48506  C3 1.073
9 H 0.56248 -1.21801 1.40364  C3 1.185
10 H 0.91118 0.51021 1.83162  C3 1.088

---

# 5
The molecule C3H6O. Source: the Open Molecules 2025 dataset; level of theory: ωB97M-V/def2-TZVPD.

Its total energy is -193.05052 hartree. As for the relative energy (zero: lowest compared OMol25 entry of this formula, charge and spin): 58.2 kcal per mole. The value obtained for the max |F| is 0.52 eV/Å. For the frontier orbital gap, the calculation gives 0.35150 Eh. The molar mass is 58.1 g/mol.

Bonds (Å) are listed after each position.
Positions of all 10 atoms, in Å:
1 O -1.11293 0.53265 1.70138  C2 1.320, H5 0.969
2 C -0.61534 0.93626 0.54776  O1 1.320, C4 1.505
3 C 0.26657 -0.58300 -1.11223  C4 1.540, H6 1.091, H7 1.097, H8 1.097
4 C 0.58909 0.08968 0.23460  C2 1.505, C3 1.540, H9 1.099, H10 1.101
5 H -1.91069 1.06046 1.85559  O1 0.969
6 H -0.22413 0.16405 -1.73850  C3 1.091
7 H 1.15881 -0.95963 -1.62652  C3 1.097
8 H -0.43618 -1.41398 -0.97421  C3 1.097
9 H 1.41984 0.79168 0.08018  C4 1.099
10 H 0.86497 -0.61817 1.03196  C4 1.101

---

# 6
The molecule C3H6O at a distorted geometry. Source: the Open Molecules 2025 dataset; level of theory: ωB97M-V/def2-TZVPD.

Its total energy is -193.09965 hartree. As for the relative energy (zero: lowest compared OMol25 entry of this formula, charge and spin): 27.3 kcal per mole. The value obtained for the max |F| is 3.41 eV/Å. For the frontier orbital gap, the calculation gives 0.38001 Eh. The SMILES is CC(C)=O. The molar mass is 58.1 g/mol.

Bonds (Å) are listed after each position.
Positions of all 10 atoms, in Å:
1 C 0.21291 0.61622 0.09506  C2 1.471, C3 1.792, O4 1.194
2 C -0.13328 -0.08880 1.33924  C1 1.471, H5 1.098, H6 1.027, H7 1.138
3 C 0.10666 -0.33521 -1.41951  C1 1.792, H8 1.079, H9 1.111, H10 1.122
4 O 0.45764 1.78513 0.09606  C1 1.194
5 H -1.13744 0.08076 1.75039  C2 1.098
6 H -0.00537 -1.08328 1.11623  C2 1.027
7 H 0.54576 0.47126 2.06116  C2 1.138
8 H -0.95336 -0.53593 -1.41520  C3 1.079
9 H 0.64295 -1.30720 -1.36896  C3 1.111
10 H 0.26352 0.39706 -2.25447  C3 1.122

---

# 7
The molecule C3H6O at a distorted geometry. Source: the Open Molecules 2025 dataset; level of theory: ωB97M-V/def2-TZVPD.

Its total energy is -193.07134 hartree. As for the relative energy (zero: lowest compared OMol25 entry of this formula, charge and spin): 45.1 kcal per mole. The value obtained for the max |F| is 1.95 eV/Å. For the frontier orbital gap, the calculation gives 0.41271 Eh. The SMILES is C[C@H]1CO1. The molar mass is 58.1 g/mol.

Bonds (Å) are listed after each position.
Positions of all 10 atoms, in Å:
1 C 1.25969 -0.03346 0.23892  C2 1.485, H5 1.095, H6 1.094, H7 1.113
2 C -0.13851 0.42000 0.02558  C1 1.485, C3 1.462, O4 1.413, H8 1.087
3 C -1.32429 -0.39439 -0.23493  C2 1.462, O4 1.428, H9 1.094, H10 1.089
4 O -1.15186 0.29794 1.00219  C2 1.413, C3 1.428
5 H 1.89872 0.75171 0.65539  C1 1.095
6 H 1.48328 0.02845 -0.82979  C1 1.094
7 H 1.37782 -0.91600 0.90749  C1 1.113
8 H -0.00638 1.25745 -0.65543  C2 1.087
9 H -2.08202 0.07182 -0.87169  C3 1.094
10 H -1.31645 -1.48352 -0.23772  C3 1.089

---

# 8
The molecule C3H6O at a distorted geometry. Source: the Open Molecules 2025 dataset; level of theory: ωB97M-V/def2-TZVPD.

Its total energy is -192.98776 hartree. As for the relative energy (zero: lowest compared OMol25 entry of this formula, charge and spin): 97.5 kcal per mole. The value obtained for the max |F| is 2.87 eV/Å. For the frontier orbital gap (alpha / beta), the calculation gives 0.33839 / 0.28769 Eh. The molar mass is 58.1 g/mol.

Bonds (Å) are listed after each position.
Positions of all 10 atoms, in Å:
1 C 1.21416 -0.52031 0.08097  C2 1.483, H5 1.031, H6 1.105
2 C 0.32558 0.62180 -0.24529  C1 1.483, C3 1.495, H7 1.119, H8 1.055
3 C -0.97808 0.41020 0.45550  C2 1.495, O4 1.386, H9 1.130
4 O -1.93081 -0.38260 -0.16412  C3 1.386, H10 0.929
5 H 0.71268 -1.37940 -0.18994  C1 1.031
6 H 1.96064 -0.61556 0.88955  C1 1.105
7 H 0.74823 1.65530 -0.17765  C2 1.119
8 H 0.28615 0.43569 -1.28282  C2 1.055
9 H -0.82990 0.44191 1.57546  C3 1.130
10 H -1.50865 -0.66704 -0.94165  O4 0.929

---

# 9
The molecule C3H6O2 at a distorted geometry. Source: the Open Molecules 2025 dataset; level of theory: ωB97M-V/def2-TZVPD.

Its total energy is -268.32262 hartree. As for the relative energy (zero: lowest compared OMol25 entry of this formula, charge and spin): 51.8 kcal per mole. The value obtained for the max |F| is 1.01 eV/Å. For the frontier orbital gap, the calculation gives 0.39496 Eh. The SMILES is COCC=O. The molar mass is 74.1 g/mol.

Bonds (Å) are listed after each position.
Positions of all 11 atoms, in Å:
1 O -0.26725 1.88005 0.83406  C2 1.208
2 C -0.20128 0.69004 1.02874  O1 1.208, C5 1.519, H7 1.114
3 C -0.54080 -0.39420 -1.14405  O4 1.423, H6 1.102, H8 1.091, H9 1.083
4 O 0.38109 -1.09563 -0.31784  C3 1.423, C5 1.410
5 C 0.95194 -0.21013 0.61941  C2 1.519, O4 1.410, H10 1.095, H11 1.098
6 H -0.76339 0.61641 -0.76587  C3 1.102
7 H -1.07299 0.10039 1.39270  C2 1.114
8 H -1.45525 -0.98566 -1.20082  C3 1.091
9 H -0.12061 -0.19638 -2.12273  C3 1.083
10 H 1.31350 -0.78878 1.47631  C5 1.095
11 H 1.77503 0.38391 0.20008  C5 1.098

---

# 10
The molecule C3H6O2. Source: the Open Molecules 2025 dataset; level of theory: ωB97M-V/def2-TZVPD.

Its total energy is -268.32910 hartree. As for the relative energy (zero: lowest compared OMol25 entry of this formula, charge and spin): 47.8 kcal per mole. The value obtained for the max |F| is 0.59 eV/Å. For the frontier orbital gap, the calculation gives 0.37130 Eh. The SMILES is C=COCO. The molar mass is 74.1 g/mol.

Bonds (Å) are listed after each position.
Positions of all 11 atoms, in Å:
1 O 2.07416 -1.01861 -0.72366  C2 1.377, H6 0.966
2 C 0.85825 -0.43008 -0.45651  O1 1.377, O5 1.452, H7 1.087, H8 1.091
3 C -1.46071 0.83991 0.05202  C4 1.333, H9 1.079, H10 1.085
4 C -0.52745 0.66165 0.98717  C3 1.333, O5 1.367, H11 1.090
5 O 0.78923 0.39547 0.73640  C2 1.452, C4 1.367
6 H 2.08270 -1.92320 -0.38565  O1 0.966
7 H 0.62954 0.22881 -1.28995  C2 1.087
8 H 0.08702 -1.18359 -0.29292  C2 1.091
9 H -2.50218 0.85595 0.33185  C3 1.079
10 H -1.23903 0.97097 -1.00223  C3 1.085
11 H -0.79152 0.60271 2.04348  C4 1.090

---

# 11
The molecule C3H6O2 at a distorted geometry. Source: the Open Molecules 2025 dataset; level of theory: ωB97M-V/def2-TZVPD.

Its total energy is -268.31421 hartree. As for the relative energy (zero: lowest compared OMol25 entry of this formula, charge and spin): 57.1 kcal per mole. The value obtained for the max |F| is 3.20 eV/Å. For the frontier orbital gap, the calculation gives 0.40109 Eh. The SMILES is O[C@H]1C[C@@H]1O. The molar mass is 74.1 g/mol.

Bonds (Å) are listed after each position.
Positions of all 11 atoms, in Å:
1 C -0.01025 1.01203 -0.00129  C2 1.523, C3 1.536, H6 1.097, H7 1.104
2 C 0.53244 -0.35671 0.38762  C1 1.523, C3 1.441, O4 1.451, H8 1.160
3 C -0.62680 -0.31569 -0.46675  C1 1.536, C2 1.441, O5 1.450, H9 1.081
4 O 1.79495 -0.71282 -0.23346  C2 1.451, H10 1.003
5 O -1.95935 -0.67011 -0.01775  C3 1.450, H11 0.954
6 H -0.60608 1.50547 0.77661  C1 1.097
7 H 0.58705 1.70996 -0.61308  C1 1.104
8 H 0.55649 -0.64827 1.51059  C2 1.160
9 H -0.53437 -0.56258 -1.51505  C3 1.081
10 H 2.03315 0.18359 -0.61508  O4 1.003
11 H -1.76723 -1.14486 0.78764  O5 0.954

---

# 12
The molecule C3H6O2. Source: the Open Molecules 2025 dataset; level of theory: ωB97M-V/def2-TZVPD.

Its total energy is -268.32628 hartree. As for the relative energy (zero: lowest compared OMol25 entry of this formula, charge and spin): 49.5 kcal per mole. The value obtained for the max |F| is 0.42 eV/Å. For the frontier orbital gap, the calculation gives 0.42744 Eh. The SMILES is OC[C@H]1CO1. The molar mass is 74.1 g/mol.

Bonds (Å) are listed after each position.
Positions of all 11 atoms, in Å:
1 O -1.70361 0.54600 -1.13863  C2 1.415, H6 0.967
2 C -0.99616 0.56882 0.08716  O1 1.415, C3 1.502, H7 1.099, H8 1.099
3 C 0.41875 0.13136 -0.16308  C2 1.502, C4 1.463, O5 1.425, H9 1.098
4 C 1.21750 -0.72522 0.71350  C3 1.463, O5 1.418, H10 1.090, H11 1.090
5 O 0.58513 -1.25709 -0.43900  C3 1.425, C4 1.418
6 H -1.09474 0.19748 -1.80361  O1 0.967
7 H -1.00875 1.59307 0.48521  C2 1.099
8 H -1.47826 -0.09038 0.82207  C2 1.099
9 H 0.93370 0.77649 -0.88729  C3 1.098
10 H 0.82265 -1.08197 1.66532  C4 1.090
11 H 2.30379 -0.65856 0.65836  C4 1.090